Record 1
15
Properties=species:S:1:pos:R:3:mulliken_charge:R:1 method="wB97M-V/def2-TZVPD" energy_ha=-287.65271 homo_ha=-0.2742 e_lumo_ha=0.0389 orbital_gap_ha=0.313
C -1.9309 -0.2127 -0.0454 -0.57
N -0.6540 -0.2259 -0.3666 0.10
C 0.3976 -1.1630 0.0667 -0.71
C 1.4389 -0.1518 -0.5005 0.12
O 2.4171 0.3129 0.3965 -0.55
C 0.2363 0.6956 -0.7770 -0.67
H -2.3470 -1.0614 0.4776 0.26
H -1.1920 1.2917 1.1818 0.03
H -2.5658 0.5644 -0.4500 0.35
H 0.3271 -2.1402 -0.4163 0.30
H 0.4123 -1.2597 1.1573 0.31
H 1.9940 -0.5136 -1.3705 0.33
H 1.9634 0.8340 1.0748 0.33
H -0.5170 1.5883 0.9355 -0.04
H 0.0264 1.5831 -1.3607 0.41

Record 2
15
Properties=species:S:1:pos:R:3:mulliken_charge:R:1 method="wB97M-V/def2-TZVPD" energy_ha=-287.69944 homo_ha=-0.2598 e_lumo_ha=0.0179 orbital_gap_ha=0.278
C -0.8916 1.1653 1.5391 -1.21
C -0.7523 -0.0766 0.6671 -0.22
C 0.6735 -0.3034 0.2269 0.31
O 1.6602 0.1534 0.7453 -0.53
N 0.8334 -1.1550 -0.9549 -0.16
C 0.7056 -0.3281 -2.2682 -0.80
H -0.6840 2.0692 0.9595 0.32
H -1.9053 1.2388 1.9430 0.36
H -0.1839 1.1331 2.3712 0.30
H -1.0456 -0.9735 1.2346 0.29
H -1.4065 -0.0301 -0.2091 0.33
H 0.1549 -1.9139 -1.0015 0.34
H -0.3211 0.0681 -2.2262 0.14
H 1.3924 0.5114 -2.0906 0.20
H 1.7702 -1.5588 -0.9363 0.35

Record 3
15
Properties=species:S:1:pos:R:3:mulliken_charge:R:1 method="wB97M-V/def2-TZVPD" energy_ha=-287.75970 smiles="CCNC(C)=O" homo_ha=-0.3492 e_lumo_ha=0.0287 orbital_gap_ha=0.378
C -2.0104 -0.6010 0.4366 -0.94
C -1.2565 0.5209 -0.4744 -0.60
N 0.1030 0.7620 -0.0944 -0.23
C 0.9103 -0.2892 -0.1524 0.64
C 2.3629 -0.0253 0.1893 -0.85
O 0.5209 -1.4217 -0.4880 -0.66
H -2.9574 -0.6888 -0.0207 0.35
H -1.3883 -1.5826 0.2170 0.28
H -2.0623 -0.2625 1.5191 0.26
H -1.7124 1.4642 -0.6325 0.49
H -1.1769 0.1179 -1.5165 0.26
H 0.5077 1.7675 0.0894 0.28
H 3.0505 -0.8181 -0.3983 0.26
H 2.4720 -0.0958 1.4372 0.21
H 2.6369 1.1526 -0.1114 0.25